# 1
C40H39N11O5PdSTe | the ωB97M-V functional and the def2-TZVPD basis

## Properties
HOMO energy (alpha / beta) (eV): -13.2 / -13.2
Net charge: +2
Kohn-Sham gap (alpha / beta) (eV): 6.389 / 6.391
ΔE to the lowest compared entry with this formula, charge and spin (kcal per mole): 9.8
Strongest force on any atom (eV/Å): 1.043
E_tot (hartree): -3319.65723

```
98
Properties=species:S:1:pos:R:3:mulliken_charge:R:1
Pd -0.037 0.610 0.355 0.81
C 5.455 -0.714 0.509 -1.34
N 4.070 -0.301 0.164 0.89
C 3.060 0.058 0.947 -0.26
N 1.975 0.237 0.191 -0.06
C 2.414 -0.039 -1.078 -0.75
N 3.671 -0.369 -1.123 -0.82
C 5.462 -2.076 1.151 0.50
C 5.789 -3.223 0.436 -0.72
C 5.647 -4.472 1.027 -0.71
C 5.126 -4.592 2.308 -0.64
C 4.813 -3.445 3.024 0.49
C 5.023 -2.194 2.457 -0.13
C 4.087 -3.415 4.299 0.30
N 4.164 -2.491 5.187 -0.52
N 3.023 -2.615 5.977 -0.47
C 2.358 -3.601 5.494 0.44
O 2.989 -4.198 4.449 -0.29
C 0.918 -3.830 5.682 0.36
C 0.269 -5.060 5.678 -0.60
C -1.119 -5.093 5.663 -0.70
C -1.859 -3.914 5.597 -0.84
C -1.206 -2.690 5.610 0.36
C -1.907 -1.362 5.478 -1.04
N -1.307 -0.590 4.368 0.93
C -1.096 -0.973 3.114 -0.81
N -0.500 0.009 2.447 0.46
C -0.341 0.981 3.393 -0.95
N -0.827 0.655 4.563 -0.97
C 0.176 -2.660 5.690 -0.16
H 5.882 0.044 1.164 0.39
H 5.990 -0.715 -0.435 0.43
H 3.124 0.196 2.014 0.56
H 1.798 0.019 -1.959 0.57
H 6.141 -3.144 -0.586 0.42
H 5.918 -5.360 0.472 0.42
H 4.971 -5.569 2.746 0.50
H 4.794 -1.319 3.055 0.73
H 0.837 -5.981 5.695 0.51
H -1.631 -6.045 5.681 0.43
H -2.940 -3.959 5.530 0.48
H -1.760 -0.751 6.366 0.36
H -2.977 -1.467 5.306 0.40
H -1.382 -1.938 2.726 0.57
H 0.125 1.934 3.203 0.67
H 0.706 -1.715 5.712 0.67
C -7.164 -5.937 0.486 -1.32
C -6.122 -4.829 0.333 -0.37
S -6.830 -3.285 0.860 1.25
O -7.584 -2.733 -0.237 -0.65
O -7.420 -3.471 2.155 -0.67
C -5.434 -2.178 1.117 -0.46
C -5.120 -1.405 -0.155 -1.50
N -4.029 -0.429 0.059 0.47
C -2.730 -0.618 -0.229 0.49
N -2.027 0.464 0.105 0.73
C -2.893 1.375 0.644 -1.28
C -4.128 0.832 0.616 0.07
N -5.343 1.476 1.060 1.16
O -5.240 2.656 1.316 -0.61
O -6.346 0.800 1.152 -0.62
C -2.127 -1.829 -0.849 -1.51
H -6.722 -6.895 0.218 0.38
H -8.019 -5.756 -0.164 0.36
H -7.519 -5.988 1.513 0.37
H -5.832 -4.689 -0.709 0.32
H -5.245 -5.010 0.957 0.38
H -4.591 -2.772 1.475 0.40
H -5.787 -1.520 1.911 0.39
H -6.002 -0.872 -0.490 0.38
H -4.818 -2.072 -0.956 0.53
H -2.607 2.343 1.005 0.84
H -2.873 -2.538 -1.192 0.47
H -1.475 -2.337 -0.135 0.26
H -1.519 -1.532 -1.704 0.25
Te 0.330 2.609 -1.268 0.71
C -1.564 3.336 -1.786 0.70
C -2.326 4.107 -0.916 -0.42
C -3.551 4.598 -1.343 -0.59
C -4.005 4.317 -2.626 -0.61
C -3.234 3.554 -3.490 -0.63
C -2.003 3.061 -3.076 -0.60
C 0.968 4.209 -0.088 0.62
C 1.848 5.086 -0.706 -0.70
C 2.219 6.244 -0.032 -0.60
C 1.710 6.510 1.230 -0.53
C 0.837 5.617 1.842 -0.78
C 0.470 4.451 1.189 -0.15
H -1.975 4.345 0.080 0.35
H -4.148 5.203 -0.673 0.45
H -4.960 4.705 -2.954 0.44
H -3.580 3.349 -4.495 0.44
H -1.394 2.485 -3.762 0.42
H 2.237 4.888 -1.697 0.44
H 2.903 6.937 -0.503 0.42
H 1.998 7.416 1.746 0.42
H 0.437 5.832 2.824 0.44
H -0.185 3.740 1.678 0.34
```

***

# 2
C40H39N2O7PS5SbY | the ωB97M-V functional and the def2-TZVPD basis

## Properties
HOMO energy (eV): -0.3
Net charge: -2
Kohn-Sham gap (eV): 3.803
ΔE to the lowest compared entry with this formula, charge and spin (kcal per mole): 52.4
Strongest force on any atom (eV/Å): 1.931
E_tot (hartree): -4795.11647

```
96
Properties=species:S:1:pos:R:3:mulliken_charge:R:1
Y -1.451 0.522 -1.109 0.72
S -0.939 2.269 4.830 -0.79
Sb -2.674 2.258 3.246 0.21
S -1.246 1.603 1.227 -0.40
S -2.363 -0.125 1.063 -0.23
S -3.117 4.541 2.949 -0.86
O 0.749 0.090 -0.249 1.94
P 1.297 -0.731 0.880 0.36
C 2.478 0.195 1.893 0.19
C 3.600 -0.425 2.437 -0.69
C 4.439 0.288 3.279 -0.73
C 4.152 1.612 3.586 -0.53
C 3.029 2.227 3.054 -1.14
C 2.191 1.520 2.204 -0.28
C 2.287 -2.072 0.129 0.10
C 2.979 -1.696 -1.024 -0.84
C 3.748 -2.617 -1.715 -0.57
C 3.814 -3.933 -1.276 -0.54
C 3.134 -4.311 -0.128 -0.78
C 2.385 -3.383 0.584 -0.06
C 0.209 -1.527 2.081 0.68
C 0.022 -0.939 3.329 -1.07
C -0.802 -1.553 4.259 -0.74
C -1.400 -2.766 3.962 -0.80
C -1.212 -3.358 2.717 -1.18
C -0.418 -2.735 1.774 0.07
H 3.809 -1.462 2.202 0.36
H 5.308 -0.195 3.710 0.39
H 4.799 2.156 4.264 0.39
H 2.782 3.245 3.326 0.52
H 1.279 1.967 1.829 0.69
H 2.876 -0.678 -1.380 0.41
H 4.286 -2.313 -2.605 0.44
H 4.392 -4.664 -1.829 0.36
H 3.177 -5.338 0.217 0.42
H 1.877 -3.678 1.491 0.55
H 0.433 0.036 3.562 0.44
H -0.993 -1.042 5.194 0.44
H -2.041 -3.251 4.689 0.37
H -1.714 -4.286 2.469 0.37
H -0.327 -3.150 0.779 0.60
C -7.630 0.536 3.246 -1.52
C -6.720 0.682 2.054 1.28
C -6.311 -0.426 1.319 -0.70
C -5.498 -0.284 0.205 -0.35
C -5.108 0.986 -0.175 0.45
C -5.491 2.105 0.550 -0.87
C -6.290 1.948 1.668 -0.60
S -4.105 1.313 -1.604 1.41
O -5.009 1.871 -2.582 -0.77
O -3.454 0.057 -2.054 -0.66
O -3.038 2.226 -1.161 -0.56
H -7.740 -0.510 3.532 0.33
H -8.619 0.937 3.007 0.32
H -7.239 1.094 4.099 0.34
H -6.601 -1.419 1.645 0.24
H -5.127 -1.142 -0.343 0.35
H -5.112 3.077 0.261 0.32
H -6.541 2.816 2.266 0.32
C -1.821 -5.268 -1.597 -1.26
N -1.170 -4.014 -1.919 0.38
C -0.088 -3.999 -2.741 -0.24
C 0.492 -2.854 -3.136 -1.15
C -0.061 -1.605 -2.640 0.64
O 0.379 -0.492 -2.988 -0.31
N -1.091 -1.654 -1.759 0.46
C -1.727 -2.797 -1.418 -0.07
O -2.726 -2.865 -0.721 -0.66
H -2.154 -5.774 -2.506 0.39
H -2.682 -5.032 -0.978 0.33
H -1.145 -5.926 -1.044 0.35
H 0.267 -4.972 -3.061 0.43
H 1.347 -2.828 -3.793 0.47
C 5.669 4.281 -1.931 -1.56
C 4.285 3.767 -2.214 0.72
C 3.238 4.036 -1.344 -1.21
C 1.955 3.554 -1.562 1.44
C 0.873 3.883 -0.579 -1.47
C 1.718 2.764 -2.713 0.92
C 0.412 2.228 -3.014 -0.30
O -0.513 2.125 -2.224 -0.34
C 2.780 2.470 -3.596 1.09
C 2.580 1.549 -4.775 -1.83
C 4.038 2.978 -3.334 -0.91
H 5.632 5.260 -1.453 0.39
H 6.249 4.363 -2.850 0.39
H 6.191 3.600 -1.256 0.28
H 3.427 4.637 -0.461 0.34
H 1.204 4.645 0.124 0.47
H 0.599 2.989 -0.014 -0.23
H -0.042 4.212 -1.068 0.41
H 0.244 1.886 -4.040 0.26
H 2.172 0.595 -4.435 0.26
H 3.530 1.375 -5.279 0.36
H 1.882 1.969 -5.502 0.38
H 4.857 2.749 -4.009 0.30
```

***

# 3
C40H39N4O4PbTe | the ωB97M-V functional and the def2-TZVPD basis

## Properties
HOMO energy (eV): -4.1
Net charge: -1
Kohn-Sham gap (eV): 6.576
ΔE to the lowest compared entry with this formula, charge and spin (kcal per mole): 7.0
Strongest force on any atom (eV/Å): 1.700
E_tot (hartree): -2528.42278

```
89
Properties=species:S:1:pos:R:3:mulliken_charge:R:1
Pb 0.020 -0.075 0.279 0.73
C 3.656 2.135 -1.954 -1.57
C 2.574 1.439 -1.160 0.63
O 1.538 1.099 -1.697 -0.44
C 2.844 1.233 0.304 0.60
C 1.988 2.295 0.974 -0.03
C 2.637 3.589 1.362 -1.62
N 0.755 2.024 1.175 1.23
N -0.059 2.826 1.889 -1.51
C -1.318 2.401 1.917 0.26
O -1.841 1.522 1.198 -0.52
C -2.147 3.035 2.986 0.22
C -1.564 3.337 4.211 -0.62
C -2.342 3.730 5.283 -0.63
C -3.715 3.849 5.139 -0.33
C -4.302 3.574 3.916 -0.69
C -3.525 3.162 2.848 -0.01
H 4.222 1.364 -2.473 0.31
H 3.213 2.799 -2.693 0.42
H 4.337 2.685 -1.313 0.35
H 3.898 1.456 0.521 0.95
H 3.474 3.824 0.710 0.40
H 1.900 4.386 1.319 0.44
H 3.001 3.520 2.387 0.29
H -0.495 3.228 4.311 0.41
H -1.881 3.916 6.243 0.35
H -4.326 4.147 5.980 0.37
H -5.375 3.654 3.802 0.38
H -3.979 2.915 1.901 0.37
O -0.471 -1.193 2.428 -0.40
N -0.780 -2.422 2.465 -0.61
N -0.935 -3.067 1.372 1.08
O -0.831 -2.578 0.168 -0.49
C -1.182 -4.447 1.503 -0.14
C -0.911 -5.280 0.421 -0.11
C -1.159 -6.635 0.521 -0.72
C -1.688 -7.163 1.687 -0.39
C -1.950 -6.333 2.765 -0.55
C -1.693 -4.979 2.685 -0.24
H -0.510 -4.850 -0.485 0.43
H -0.942 -7.279 -0.321 0.36
H -1.906 -8.219 1.747 0.37
H -2.372 -6.745 3.671 0.36
H -1.889 -4.323 3.516 0.46
Te -2.517 -0.750 -1.426 0.48
C -3.961 -0.772 -3.075 -0.20
C -5.326 -0.736 -2.846 -0.09
C -6.223 -0.712 -3.901 -0.56
C -5.759 -0.726 -5.205 -0.36
C -4.396 -0.755 -5.447 -0.66
C -3.508 -0.778 -4.386 -0.12
C -2.364 1.349 -1.835 0.10
C -3.218 2.241 -1.209 -0.50
C -3.090 3.602 -1.428 -0.34
C -2.118 4.076 -2.291 -0.47
C -1.275 3.187 -2.933 -0.47
C -1.394 1.827 -2.699 -0.24
H -5.689 -0.723 -1.827 0.33
H -7.287 -0.685 -3.706 0.36
H -6.457 -0.715 -6.031 0.35
H -4.025 -0.764 -6.465 0.36
H -2.443 -0.801 -4.572 0.28
H -3.971 1.868 -0.530 0.28
H -3.742 4.297 -0.915 0.39
H -2.012 5.140 -2.455 0.38
H -0.514 3.551 -3.611 0.41
H -0.712 1.139 -3.179 0.21
C 2.466 -2.068 -0.898 -2.50
C 3.205 -1.378 0.256 3.75
C 3.263 -2.409 1.397 -1.77
C 2.402 -0.162 0.796 -1.92
C 4.609 -0.986 -0.164 -0.69
C 5.509 -0.472 0.770 -0.25
C 6.796 -0.111 0.419 -0.94
C 7.229 -0.250 -0.889 -0.47
C 6.348 -0.735 -1.836 -0.75
C 5.061 -1.093 -1.477 -0.16
H 1.486 -2.386 -0.557 0.23
H 3.012 -2.952 -1.230 0.66
H 2.324 -1.392 -1.734 0.34
H 2.253 -2.571 1.766 0.28
H 3.866 -2.063 2.231 0.35
H 3.667 -3.359 1.050 0.48
H 2.548 -0.127 1.881 0.31
H 5.198 -0.362 1.799 0.39
H 7.472 0.277 1.169 0.39
H 8.241 0.007 -1.163 0.41
H 6.669 -0.851 -2.864 0.39
H 4.414 -1.470 -2.254 0.40
```

***

# 4
C40H40AsBrF4PRbS3 | the ωB97M-V functional and the def2-TZVPD basis

## Properties
HOMO energy (alpha / beta) (eV): 0.2 / 0.3
Net charge: -2
Kohn-Sham gap (alpha / beta) (eV): 3.038 / 2.960
ΔE to the lowest compared entry with this formula, charge and spin (kcal per mole): 40.7
Strongest force on any atom (eV/Å): 1.232
E_tot (hartree): -8317.27038

```
91
Properties=species:S:1:pos:R:3:mulliken_charge:R:1
Rb -0.734 -1.499 0.010 1.25
C -3.967 1.152 -2.761 -1.11
C -5.052 0.806 -1.756 -0.87
S -4.460 -0.353 -0.463 0.20
C -5.008 0.455 1.075 -0.75
C -4.466 1.849 1.344 -1.06
S -2.635 1.920 1.273 0.14
C -2.356 3.371 0.203 -0.92
C -2.903 3.295 -1.214 -1.15
S -2.388 1.756 -2.082 0.40
H -3.651 0.253 -3.291 0.34
H -4.336 1.881 -3.486 0.47
H -5.429 1.693 -1.254 0.32
H -5.880 0.323 -2.279 0.54
H -6.102 0.474 1.082 0.44
H -4.647 -0.232 1.842 0.24
H -4.845 2.581 0.634 0.38
H -4.767 2.151 2.350 0.49
H -2.750 4.254 0.714 0.50
H -1.268 3.431 0.169 0.41
H -3.989 3.341 -1.233 0.47
H -2.507 4.139 -1.784 0.50
F -0.119 -2.644 7.795 -0.35
C 0.128 -2.458 6.457 0.42
C 1.443 -2.436 5.950 0.20
F 2.469 -2.785 6.780 -0.34
C 1.677 -2.151 4.639 -0.37
F 2.956 -2.306 4.181 -0.45
C 0.648 -1.829 3.679 0.83
P 0.870 -0.446 2.478 0.46
C 2.418 -1.005 1.679 1.19
C 3.382 -0.098 1.238 -0.96
C 4.464 -0.522 0.491 -0.52
C 4.589 -1.858 0.133 -0.63
C 3.610 -2.761 0.522 -0.75
C 2.536 -2.339 1.278 -0.86
C 1.458 0.974 3.428 0.10
C 2.657 0.966 4.165 -0.26
C 2.963 2.011 5.007 -0.74
C 2.088 3.079 5.164 -0.45
C 0.878 3.076 4.474 -0.50
C 0.561 2.035 3.635 -0.46
C -0.664 -1.927 4.258 -0.14
Br -2.156 -1.787 3.060 -0.19
C -0.922 -2.252 5.554 0.15
F -2.201 -2.400 6.002 -0.37
H 3.276 0.949 1.496 0.36
H 5.216 0.192 0.181 0.40
H 5.437 -2.190 -0.454 0.34
H 3.691 -3.804 0.238 0.40
H 1.786 -3.053 1.616 0.42
H 3.348 0.146 4.045 0.40
H 3.903 2.004 5.548 0.37
H 2.344 3.902 5.820 0.35
H 0.191 3.907 4.597 0.40
H -0.381 2.028 3.098 0.39
C 2.083 -1.181 -2.794 -0.60
As 0.167 -0.739 -2.876 0.41
C 0.092 -0.178 -4.765 -1.15
C 1.035 1.775 -2.152 -1.44
C 1.793 2.368 -3.166 0.84
C 1.212 3.156 -4.199 -0.26
C 1.956 3.662 -5.236 -0.45
C 3.328 3.436 -5.313 -0.55
C 3.933 2.695 -4.301 -0.60
C 3.199 2.179 -3.265 -0.29
H 2.630 -0.409 -3.331 0.35
H 2.277 -2.157 -3.249 0.49
H 2.434 -1.191 -1.763 -0.27
H 0.780 0.646 -4.946 0.39
H -0.921 0.165 -4.995 0.17
H 0.332 -1.024 -5.414 0.43
H 1.567 1.385 -1.290 0.12
H 0.078 2.224 -1.921 -0.02
H 0.145 3.344 -4.162 0.29
H 1.476 4.256 -6.009 0.34
H 3.911 3.841 -6.131 0.33
H 5.007 2.535 -4.334 0.35
H 3.695 1.618 -2.482 0.41
C -0.382 -2.561 -3.203 -1.63
C -1.079 -3.378 -2.336 0.10
C -0.597 -4.662 -1.919 -0.48
C -1.359 -5.520 -1.170 -0.46
C -2.667 -5.208 -0.806 -0.69
C -3.187 -3.982 -1.217 -0.19
C -2.429 -3.092 -1.937 0.20
H 0.396 -4.964 -2.234 0.38
H -0.947 -6.484 -0.884 0.34
H -3.260 -5.896 -0.221 0.33
H -4.222 -3.741 -0.997 0.37
H -2.883 -2.175 -2.314 0.33
```

***

# 5
C40H40BrF4N6O5Ti | the ωB97M-V functional and the def2-TZVPD basis

## Properties
⟨S²⟩: 2.057
HOMO energy (alpha / beta) (eV): -2.9 / -4.4
Net charge: -1
Spin multiplicity: 3
Kohn-Sham gap (alpha / beta) (eV): 5.185 / 6.664
Strongest force on any atom (eV/Å): 5.627
E_tot (hartree): -6076.07745

```
97
Properties=species:S:1:pos:R:3:mulliken_spin:R:1
Ti 0.128 -0.257 0.201 0.74
C 2.598 2.154 1.302 0.00
O 1.259 1.750 1.131 -0.04
C 0.275 2.612 1.556 0.09
C 0.444 3.956 1.819 -0.03
C -0.634 4.718 2.263 0.07
C -1.868 4.121 2.463 -0.03
C -2.042 2.772 2.228 0.12
C -0.981 1.988 1.754 -0.12
N -1.061 0.638 1.517 0.18
N -2.235 0.117 1.885 0.42
C -2.440 -1.190 1.913 0.03
C -1.463 -2.165 1.525 0.23
O -0.444 -1.815 0.787 0.08
C -1.594 -3.488 1.983 -0.17
C -2.708 -3.897 2.673 0.26
C -3.794 -3.018 2.882 -0.06
C -4.984 -3.446 3.502 0.05
C -6.040 -2.587 3.670 -0.06
C -5.942 -1.264 3.227 0.07
C -4.774 -0.809 2.660 -0.06
C -3.681 -1.663 2.478 0.00
H 2.776 2.481 2.335 0.00
H 3.193 1.266 1.089 0.00
H 2.877 2.959 0.609 0.00
H 1.409 4.425 1.686 0.00
H -0.495 5.771 2.464 0.01
H -2.698 4.714 2.819 0.00
H -2.986 2.285 2.409 0.01
H -0.777 -4.168 1.779 -0.01
H -2.784 -4.909 3.046 0.01
H -5.041 -4.470 3.847 0.00
H -6.949 -2.932 4.147 0.00
H -6.789 -0.601 3.342 0.01
H -4.678 0.214 2.333 0.00
C -2.959 -3.561 -1.105 0.01
N -2.219 -2.432 -1.630 0.01
C -2.930 -1.859 -2.752 0.00
C -0.854 -2.811 -1.962 0.00
C 0.028 -1.613 -2.382 0.02
N -0.382 -0.402 -1.697 0.07
C -0.595 0.698 -2.421 -0.01
C -1.495 1.676 -1.913 0.00
F -2.041 1.383 -0.698 0.00
C -1.863 2.821 -2.568 0.02
F -2.731 3.686 -1.996 0.00
C -1.366 3.107 -3.839 0.00
C -0.453 2.199 -4.362 0.00
F 0.109 2.484 -5.569 0.00
C -0.058 1.059 -3.699 0.00
F 0.952 0.334 -4.258 0.00
H -3.163 -4.328 -1.876 0.00
H -3.909 -3.212 -0.703 0.00
H -2.400 -4.022 -0.294 0.00
H -2.998 -2.557 -3.606 0.00
H -2.441 -0.945 -3.081 0.00
H -3.941 -1.604 -2.433 0.00
H -0.834 -3.559 -2.782 0.00
H -0.414 -3.272 -1.074 0.01
H -0.064 -1.486 -3.468 0.00
H 1.071 -1.874 -2.142 -0.01
H -1.664 3.988 -4.375 0.00
Br 2.546 -3.591 6.765 0.00
C 2.389 -3.086 4.930 0.00
C 2.694 -4.018 3.940 0.00
C 2.582 -3.656 2.623 0.00
C 2.165 -2.358 2.257 0.01
C 1.838 -1.443 3.287 0.00
C 1.949 -1.804 4.607 0.00
C 2.064 -1.977 0.856 0.00
O 2.263 -2.754 -0.094 0.00
O 1.793 -0.702 0.631 -0.02
H 3.017 -5.012 4.218 0.00
H 2.821 -4.353 1.834 0.00
H 1.494 -0.447 3.015 0.00
H 1.703 -1.106 5.395 0.00
C 3.947 -0.251 -1.589 0.00
N 3.828 1.100 -2.081 0.00
C 4.992 1.685 -2.697 0.00
C 4.559 2.542 -3.875 0.00
C 3.644 3.629 -3.336 0.00
N 2.680 3.088 -2.404 0.00
C 1.548 3.939 -2.130 0.01
C 2.672 1.798 -1.936 0.00
O 1.683 1.341 -1.366 0.05
H 3.020 -0.534 -1.088 0.00
H 4.128 -0.942 -2.415 0.00
H 4.774 -0.320 -0.876 0.00
H 5.651 0.879 -3.024 0.00
H 5.542 2.304 -1.974 0.00
H 4.016 1.920 -4.586 0.00
H 5.420 2.985 -4.376 0.00
H 3.105 4.113 -4.160 0.00
H 4.238 4.405 -2.830 0.00
H 0.969 4.138 -3.036 0.00
H 1.897 4.892 -1.721 0.00
H 0.906 3.440 -1.406 0.00
```